{
  "formula": "C21H16IrN2O9S2",
  "method": "ωB97M-V/def2-TZVPD",
  "elements": ["Ir", "C", "O", "C", "C", "C", "C", "C", "C", "N", "N", "C", "O", "C", "C", "C", "C", "C", "C", "C", "O", "H", "H", "H", "H", "H", "H", "H", "H", "H", "H", "H", "H", "O", "S", "O", "O", "C", "C", "C", "C", "C", "C", "S", "O", "O", "O", "H", "H", "H", "H"],
  "positions_angstrom": [[0.189, -0.230, 0.005], [-0.088, -2.133, 3.600], [1.203, -1.785, 4.117], [1.755, -0.607, 3.700], [2.365, 0.178, 4.655], [2.973, 1.390, 4.316], [2.941, 1.807, 3.007], [2.320, 1.032, 2.018], [2.436, 1.443, 0.635], [1.690, 0.985, -0.300], [2.101, 1.115, -1.617], [1.752, 0.021, -2.234], [1.089, -0.946, -1.688], [2.137, -0.144, -3.660], [3.183, 0.584, -4.217], [3.513, 0.413, -5.552], [2.797, -0.482, -6.338], [1.750, -1.205, -5.784], [1.422, -1.041, -4.446], [1.754, -0.216, 2.337], [1.276, -1.072, 1.447], [-0.536, -2.784, 4.350], [-0.021, -2.641, 2.644], [-0.707, -1.241, 3.472], [2.346, -0.174, 5.679], [3.449, 1.994, 5.077], [3.402, 2.745, 2.718], [3.257, 2.088, 0.335], [3.725, 1.282, -3.592], [4.331, 0.978, -5.982], [3.055, -0.612, -7.382], [1.186, -1.898, -6.396], [0.609, -1.592, -3.993], [-2.067, -0.982, -1.760], [-2.421, -1.640, -0.523], [-3.108, -2.892, -0.705], [-1.258, -1.704, 0.442], [-3.592, -0.533, 0.280], [-4.835, -1.073, 0.580], [-5.843, -0.292, 1.126], [-5.617, 1.049, 1.373], [-4.373, 1.597, 1.100], [-3.355, 0.815, 0.569], [-1.768, 1.636, 0.442], [-1.187, 1.404, -0.887], [-1.993, 2.997, 0.819], [-0.871, 0.908, 1.414], [-4.997, -2.116, 0.350], [-6.805, -0.737, 1.347], [-6.396, 1.675, 1.789], [-4.168, 2.636, 1.311]],
  "lowdin_charge": [1.45, -0.06, -0.08, -0.22, -0.01, -0.10, -0.06, -0.15, -0.04, -0.16, 0.10, -0.45, -0.14, -0.14, -0.03, -0.09, -0.10, -0.08, -0.01, -0.27, -0.19, 0.09, 0.07, 0.10, 0.11, 0.09, 0.11, 0.13, 0.10, 0.09, 0.09, 0.10, 0.12, -0.32, 0.50, -0.31, -0.44, -0.21, -0.05, -0.07, -0.08, -0.06, -0.22, 0.53, -0.35, -0.28, -0.40, 0.11, 0.10, 0.10, 0.11],
  "e_homo_ha": -0.18423,
  "charge": -1,
  "e_tot_ev": -67955.710,
  "spin_multiplicity": 1,
  "max_force_ev_per_a": 0.9,
  "e_lumo_ev": 2.68,
  "e_above_lowest_ev": 0.209,
  "molar_mass_g_mol": 696.72
}